Record 1
{
  "formula": "C5H10O2",
  "method": "the ωB97M-V functional and the def2-TZVPD basis",
  "fmax_ev_per_a": 0.42,
  "e_homo_ev": -9.68,
  "spin_multiplicity": 1,
  "relative_energy_ev": 1.890,
  "orbital_gap_ha": 0.387,
  "total_charge": 0,
  "total_energy_ev": -9441.153,
  "smiles": "CO[C@@H](C)CC=O",
  "elements": ["C", "O", "C", "C", "C", "C", "O", "H", "H", "H", "H", "H", "H", "H", "H", "H", "H"],
  "xyz": [[1.24782, -1.71340, 0.16313], [0.10583, -1.09505, 0.70720], [-0.06914, 0.30160, 0.49496], [1.22354, 1.09707, 0.32716], [-1.02317, 0.55498, -0.68586], [-2.46012, 0.24427, -0.36372], [-3.38403, 0.43365, -1.10296], [1.34782, -1.54015, -0.91476], [1.10376, -2.78087, 0.33793], [2.16609, -1.39515, 0.66630], [-0.56696, 0.64304, 1.41377], [1.72269, 0.85012, -0.60645], [1.90133, 0.90371, 1.15537], [0.98804, 2.15827, 0.32234], [-0.73162, -0.06409, -1.54133], [-0.96217, 1.59302, -1.01413], [-2.60971, -0.19102, 0.64106]],
  "forces_ev_per_angstrom": [[-0.1, -0.1, -0.1], [-0.2, 0.1, 0.2], [-0.1, 0.4, -0.2], [-0.2, -0.3, 0.2], [0.4, -0.2, 0.1], [0.2, -0.2, 0.2], [-0.2, 0.1, -0.2], [0.0, 0.0, 0.0], [0.1, 0.1, -0.1], [0.0, 0.0, -0.1], [0.1, 0.0, -0.1], [0.1, 0.0, -0.1], [0.1, 0.0, 0.0], [0.0, 0.1, 0.0], [0.0, 0.0, 0.0], [0.0, 0.1, 0.0], [-0.2, -0.1, 0.1]],
  "nbo_charge": [-0.2515, -0.5434, 0.1106, -0.6405, -0.5511, 0.4551, -0.5137, 0.1623, 0.1992, 0.1679, 0.1798, 0.2096, 0.2179, 0.2217, 0.2391, 0.2351, 0.1021]
}

Record 2
{
  "formula": "C5H10O2",
  "method": "the ωB97M-V functional and the def2-TZVPD basis",
  "fmax_ev_per_a": 5.08,
  "e_homo_ev": -8.33,
  "spin_multiplicity": 1,
  "relative_energy_ev": 3.226,
  "orbital_gap_ha": 0.332,
  "total_charge": 0,
  "total_energy_ev": -9439.817,
  "smiles": "C=C/C(O)=C/C.O",
  "elements": ["C", "C", "C", "O", "C", "C", "H", "H", "H", "H", "H", "H", "H", "H", "O", "H", "H"],
  "xyz": [[0.01029, -1.52173, -1.21812], [-0.57186, -0.37048, -0.73905], [0.40379, 0.46387, 0.00236], [0.59989, 0.05142, 1.28084], [1.20326, 1.40747, -0.59327], [2.37703, 2.17638, -0.01995], [1.01828, -1.95244, -0.87053], [-0.52259, -2.31111, -1.78590], [-1.58594, -0.19704, -0.72888], [1.13342, 0.62006, 1.83188], [0.80400, 1.74332, -1.48110], [2.92941, 1.76122, 0.86320], [2.09808, 3.17099, 0.28750], [3.08145, 2.44533, -0.79879], [-3.45780, -1.91811, 0.69735], [-2.66193, -2.07089, 1.16719], [-3.96594, -1.20897, 1.09816]],
  "forces_ev_per_angstrom": [[-0.6, -0.4, 1.0], [4.2, -2.9, -0.3], [2.1, 2.2, -0.4], [-0.7, -1.2, 0.6], [-0.7, -1.5, 2.8], [0.0, -0.1, 0.6], [-1.2, 1.6, -0.8], [-0.1, 0.8, 0.4], [-2.1, 0.5, -0.5], [0.3, 0.5, -0.3], [-0.3, 0.6, -2.2], [-0.5, -0.1, -0.9], [-0.6, 0.5, 0.4], [0.4, -0.6, -0.2], [-1.4, 0.0, -1.2], [1.0, 0.1, 0.9], [0.3, 0.0, 0.3]],
  "nbo_charge": [-0.3404, -0.2513, 0.2928, -0.6982, -0.3056, -0.6568, 0.2059, 0.1966, 0.2241, 0.4853, 0.2018, 0.2049, 0.2141, 0.2257, -0.9485, 0.4764, 0.4733]
}